# 1
Formula: CH2NO3
Source: OMol25
Level of theory: wB97M-V/def2-TZVPD

Geometry as XYZ:
```
7
Properties=species:S:1:pos:R:3:nbo_charge:R:1
O 0.989 -0.560 1.957 -0.7232
O -1.097 -0.320 -2.116 -0.5394
O -1.269 1.685 -1.026 -0.5503
N 1.360 -0.726 0.510 -0.8299
C -1.077 0.621 -1.443 1.0156
H 0.639 0.267 2.116 0.4148
H 0.454 -0.968 0.003 0.2124
```

Computed properties:
**Lowest unoccupied orbital energy**: 3.4 eV
**Total charge**: -1
**Orbital gap**: 0.1744 Ha
**Electronic energy**: -319.7083 Ha
**ΔE to the lowest compared entry with this formula, charge and spin**: 2.061 eV

# 2
Formula: CH2NO3
Source: OMol25
Level of theory: wB97M-V/def2-TZVPD

Geometry as XYZ:
```
7
Properties=species:S:1:pos:R:3:nbo_charge:R:1
O 0.453 -1.355 4.669 -0.2679
O 0.344 5.242 2.862 -0.4273
O 0.780 0.669 4.138 -0.5429
N -0.169 -0.367 4.361 0.3462
C -0.677 4.705 2.944 0.2042
H -1.291 3.783 3.157 0.2224
H 0.133 1.431 3.889 0.4653
```

Computed properties:
**<S²>**: 0.75
**Multiplicity**: 2
**Lowest unoccupied orbital energy (alpha / beta)**: -0.6 / -0.3 eV
**Total charge**: 0
**Orbital gap (alpha / beta)**: 0.2263 / 0.3973 Ha
**Electronic energy**: -319.5462 Ha
**ΔE to the lowest compared entry with this formula, charge and spin**: 0.465 eV

# 3
Formula: CH2NO3S
Source: OMol25
Level of theory: wB97M-V/def2-TZVPD

Geometry as XYZ:
```
8
Properties=species:S:1:pos:R:3:nbo_charge:R:1
S 1.677 -0.036 0.818 0.4220
O -0.164 1.269 0.554 -0.7559
O -1.302 -0.612 0.102 -0.7358
O -1.965 1.369 -0.594 -0.7227
N 1.464 -0.948 -0.429 -0.9571
C -1.129 0.730 -0.025 0.9547
H -0.698 -1.001 0.717 0.4806
H 2.116 -0.771 -1.143 0.3142
```

Computed properties:
**Lowest unoccupied orbital energy**: 3.5 eV
**Total charge**: -1
**Orbital gap**: 0.2656 Ha
**Electronic energy**: -717.9909 Ha
**ΔE to the lowest compared entry with this formula, charge and spin**: 1.376 eV

# 4
Formula: CH2NO3S
Source: OMol25
Level of theory: wB97M-V/def2-TZVPD

Geometry as XYZ:
```
8
Properties=species:S:1:pos:R:3:nbo_charge:R:1
S -0.539 -0.117 1.380 1.5373
O 2.331 -0.778 -0.481 -0.6288
O -0.976 0.927 2.295 -0.8912
O -2.307 -0.378 -0.650 -1.1552
N 0.630 0.458 0.476 -0.8621
C 1.318 -0.036 -0.533 0.5068
H -1.388 -0.375 -1.051 0.3848
H 0.930 0.298 -1.436 0.1084
```

Computed properties:
**Lowest unoccupied orbital energy (alpha / beta)**: 3.3 / 3.3 eV
**Total charge**: -1
**Orbital gap (alpha / beta)**: 0.2692 / 0.2683 Ha
**Electronic energy**: -717.9341 Ha
**ΔE to the lowest compared entry with this formula, charge and spin**: 2.921 eV

# 5
Formula: CH2NO3S
Source: OMol25
Level of theory: wB97M-V/def2-TZVPD

Geometry as XYZ:
```
8
Properties=species:S:1:pos:R:3:nbo_charge:R:1
S -2.240 0.312 0.013 1.0120
O -0.139 -0.999 0.033 -0.6311
O 1.743 1.635 -0.076 -0.5748
O -3.680 -0.040 -0.006 -1.0133
N -1.438 -1.039 -0.128 -0.3223
C 1.869 0.422 -0.014 0.3040
H 2.432 -0.247 -0.628 0.0917
H 1.452 -0.044 0.805 0.1338
```

Computed properties:
**Lowest unoccupied orbital energy**: 4.0 eV
**Total charge**: -1
**Orbital gap**: 0.2701 Ha
**Electronic energy**: -717.8965 Ha
**ΔE to the lowest compared entry with this formula, charge and spin**: 3.944 eV

# 6
Formula: CH2NO3S
Source: OMol25
Level of theory: wB97M-V/def2-TZVPD

Geometry as XYZ:
```
8
Properties=species:S:1:pos:R:3:nbo_charge:R:1
S -1.925 -0.478 0.241 0.0434
O 1.449 0.669 0.397 -0.7808
O -0.346 1.194 -1.073 -0.6297
O 1.063 -1.621 0.359 -0.7301
N -0.408 -0.159 -0.687 -0.3314
C 0.820 -0.408 0.149 0.8199
H 0.420 1.555 -0.614 0.4819
H -1.073 -0.752 1.226 0.1268
```

Computed properties:
**Lowest unoccupied orbital energy**: 3.5 eV
**Total charge**: -1
**Orbital gap**: 0.2878 Ha
**Electronic energy**: -717.9718 Ha
**ΔE to the lowest compared entry with this formula, charge and spin**: 1.896 eV

Copy entry 6 word for word.
Formula: CH2NO3S
Source: OMol25
Level of theory: wB97M-V/def2-TZVPD

Geometry as XYZ:
```
8
Properties=species:S:1:pos:R:3:nbo_charge:R:1
S -1.925 -0.478 0.241 0.0434
O 1.449 0.669 0.397 -0.7808
O -0.346 1.194 -1.073 -0.6297
O 1.063 -1.621 0.359 -0.7301
N -0.408 -0.159 -0.687 -0.3314
C 0.820 -0.408 0.149 0.8199
H 0.420 1.555 -0.614 0.4819
H -1.073 -0.752 1.226 0.1268
```

Computed properties:
**Lowest unoccupied orbital energy**: 3.5 eV
**Total charge**: -1
**Orbital gap**: 0.2878 Ha
**Electronic energy**: -717.9718 Ha
**ΔE to the lowest compared entry with this formula, charge and spin**: 1.896 eV

Please write out number 3 again, unchanged.
Formula: CH2NO3S
Source: OMol25
Level of theory: wB97M-V/def2-TZVPD

Geometry as XYZ:
```
8
Properties=species:S:1:pos:R:3:nbo_charge:R:1
S 1.677 -0.036 0.818 0.4220
O -0.164 1.269 0.554 -0.7559
O -1.302 -0.612 0.102 -0.7358
O -1.965 1.369 -0.594 -0.7227
N 1.464 -0.948 -0.429 -0.9571
C -1.129 0.730 -0.025 0.9547
H -0.698 -1.001 0.717 0.4806
H 2.116 -0.771 -1.143 0.3142
```

Computed properties:
**Lowest unoccupied orbital energy**: 3.5 eV
**Total charge**: -1
**Orbital gap**: 0.2656 Ha
**Electronic energy**: -717.9909 Ha
**ΔE to the lowest compared entry with this formula, charge and spin**: 1.376 eV